No. 1
DFT (the ωB97M-V functional and the def2-TZVPD basis) results for a molecular structure, C20H21IrN3OS3Sb.

## Properties
Max |F|, eV/Å: 0.748
Orbital gap, Eh: 0.1704
Charge: 0

Cartesian coordinates (Å):
1 Ir -0.2943 0.0585 -0.6227
2 C 1.2952 -2.0795 -3.1024
3 C 0.6151 -2.6749 -1.9219
4 C 0.3097 -4.0432 -1.9820
5 C -0.1531 -4.7133 -0.8840
6 C -0.2812 -4.0122 0.3112
7 C -0.0420 -2.6624 0.3062
8 N 0.3540 -1.9706 -0.8078
9 C -0.2402 -1.8636 1.5318
10 C -0.2261 -2.3209 2.8433
11 C -0.4688 -1.4113 3.8588
12 C -0.7339 -0.0759 3.5728
13 C -0.7179 0.3200 2.2455
14 N -0.4477 -0.5713 1.2987
15 C -1.0406 1.6687 1.7026
16 C -1.3456 2.6938 2.5683
17 C -1.7494 3.9141 2.0481
18 C -1.8577 4.0264 0.6878
19 C -1.5293 2.9615 -0.1638
20 C -1.7396 3.1428 -1.6177
21 N -1.0773 1.7949 0.3414
22 H 2.0565 -2.7856 -3.4434
23 H 1.7406 -1.1148 -2.8882
24 H 0.5563 -1.9360 -3.8966
25 H 0.4564 -4.5465 -2.9269
26 H -0.4028 -5.7642 -0.9366
27 H -0.6269 -4.4988 1.2114
28 H -0.0255 -3.3602 3.0589
29 H -0.4644 -1.7437 4.8882
30 H -0.9557 0.6206 4.3665
31 H -1.2856 2.5430 3.6351
32 H -1.9966 4.7398 2.7017
33 H -2.2097 4.9421 0.2343
34 H -1.9452 4.1893 -1.8362
35 H -2.5940 2.5381 -1.9367
36 H -0.8962 2.7795 -2.2037
37 S -2.1249 -2.3517 -4.2780
38 Sb -2.5573 -0.3358 -3.2954
39 S -2.5113 -0.8542 -0.8644
40 S -0.2707 0.5985 -2.9338
41 C 2.9372 2.7557 -0.3062
42 O 1.6837 2.0970 -0.5570
43 C 1.4971 0.8135 -0.3628
44 C 2.6778 0.0586 0.1663
45 H 3.7130 2.3772 -0.9685
46 H 3.2333 2.6318 0.7346
47 H 2.7530 3.8033 -0.5194
48 H 2.8690 0.3681 1.2004
49 H 3.5853 0.2621 -0.4063
50 H 2.4785 -1.0083 0.1484

***

No. 2
DFT (the ωB97M-V functional and the def2-TZVPD basis) results for 3 unconnected molecules or ions with the total composition C6H8O2.

## Properties
Max |F|, eV/Å: 5.731
Orbital gap, Eh: 0.3097
Charge: 0

Cartesian coordinates (Å):
1 C -0.9334 2.0373 -0.0512
2 C 0.0147 -0.4193 -0.2222
3 C -1.3216 -0.9885 0.5267
4 C 1.1083 -1.1557 -0.3484
5 C 2.4970 -0.6083 -0.3366
6 C 3.5704 0.0471 -0.1604
7 H -1.0589 1.2417 1.1955
8 H -0.3525 3.0662 -0.0353
9 H -1.8803 2.0346 -0.7169
10 H -1.5653 -0.1199 1.2409
11 H -1.2026 -2.0794 0.8624
12 H -2.0129 -1.8855 -1.1380
13 H 0.9772 -2.1933 -0.3147
14 H 4.4331 0.9845 0.7592
15 O -0.0001 0.9274 -0.6827
16 O -2.2730 -0.8888 -0.5785

***

No. 3
DFT (the ωB97M-V functional and the def2-TZVPD basis) results for 3 unconnected molecules or ions with the total composition C21H50FN5O9P3.

## Properties
Max |F|, eV/Å: 7.950
Orbital gap, Eh: 0.2854
Charge: +1

Cartesian coordinates (Å):
1 C -1.1054 5.1692 -3.7399
2 N -1.3203 3.8738 -4.4356
3 C -0.1358 3.6196 -5.2908
4 C -1.5332 2.8553 -3.5028
5 O -2.0120 3.0904 -2.4307
6 C -1.2091 1.3691 -3.8268
7 C -0.0548 0.9232 -2.9100
8 C -0.4059 0.0614 -1.6479
9 N 0.8175 0.2578 -0.8253
10 C 0.9594 1.6582 -0.9121
11 N 1.2996 2.4604 0.0256
12 C 1.6297 1.8357 1.3547
13 C 0.2647 1.4096 2.0027
14 F 0.3293 1.5546 3.3692
15 P 1.4060 4.2291 -0.1252
16 N 2.0371 4.7814 -1.4433
17 N 0.6438 2.0648 -2.2318
18 H -2.0080 5.4420 -3.1736
19 H -0.9947 5.9547 -4.5046
20 H -0.2165 5.1453 -3.0841
21 H -0.4458 2.9824 -6.1358
22 H 0.2211 4.5651 -5.7251
23 H 0.7201 3.1616 -4.7618
24 H -2.1515 0.8251 -3.6556
25 H -0.9663 1.2442 -4.8942
26 H 0.6716 0.2753 -3.4417
27 H -0.6141 -1.0051 -1.7963
28 H -1.3055 0.5510 -1.2238
29 H 1.5348 -0.2987 -1.2899
30 H 2.0594 2.5981 2.0219
31 H 2.2915 0.9681 1.2319
32 H 0.0529 0.3750 1.6990
33 H -0.5454 2.0698 1.6408
34 H 0.0807 4.6977 0.1146
35 H 2.2036 4.6517 0.9743
36 H 2.2705 4.0094 -2.0614
37 H 1.5375 2.0643 -2.7357
38 O 5.1179 -2.1099 0.8222
39 P 5.6081 -2.7541 2.0906
40 O 4.8841 -1.8237 3.2325
41 C 3.4901 -1.9938 3.4646
42 C 3.1819 -3.2853 4.2012
43 O 7.1201 -2.1055 2.1468
44 C 7.7426 -1.5953 0.9676
45 C 7.5329 -0.0978 0.8468
46 O 6.0894 -3.8628 3.2411
47 C 6.5160 -5.1619 2.7726
48 C 7.7894 -5.1014 1.9496
49 H 2.9502 -1.9479 2.5114
50 H 3.1668 -1.1459 4.0710
51 H 3.4060 -4.1548 3.5781
52 H 2.1268 -3.3295 4.4766
53 H 3.7874 -3.3692 5.1032
54 H 7.3841 -2.1200 0.0811
55 H 8.8107 -1.8080 1.0477
56 H 6.4898 0.1808 0.9997
57 H 7.8527 0.2575 -0.1347
58 H 8.1129 0.4270 1.6083
59 H 5.7067 -5.6187 2.1968
60 H 6.6783 -5.7753 3.6582
61 H 7.6169 -4.6069 0.9899
62 H 8.1588 -6.1070 1.7456
63 H 8.5624 -4.5394 2.4730
64 O -4.5071 -0.3973 0.9560
65 P -5.8663 -0.8492 0.4987
66 O -5.4820 -2.0457 -0.5560
67 C -5.0419 -3.3009 -0.0385
68 C -6.1778 -4.0938 0.5834
69 O -6.1911 0.3547 -0.5796
70 C -5.5114 1.6061 -0.4954
71 C -4.3094 1.6306 -1.4170
72 O -7.4819 -1.2670 0.4481
73 C -8.3337 -0.7469 1.4928
74 C -8.4739 0.7633 1.4403
75 H -4.2359 -3.1424 0.6853
76 H -4.6275 -3.8580 -0.8797
77 H -6.5483 -3.6041 1.4876
78 H -5.8438 -5.0965 0.8546
79 H -7.0167 -4.1746 -0.1077
80 H -5.2259 1.8245 0.5346
81 H -6.2188 2.3823 -0.7961
82 H -3.6945 0.7347 -1.3068
83 H -3.6944 2.5037 -1.2251
84 H -4.6354 1.6619 -2.4597
85 H -7.9441 -1.0638 2.4638
86 H -9.3098 -1.2124 1.3606
87 H -7.5350 1.2569 1.7050
88 H -9.2376 1.0993 2.1427
89 H -8.7453 1.0924 0.4375

***

Short version: lowest unoccupied orbital energy = -1.017 0.121 -4.120 eV, in the order given.